{
  "formula": "C7H16N",
  "method": "the ωB97M-V functional and the def2-TZVPD basis",
  "symbols": ["C", "C", "C", "N", "H", "H", "H", "H", "H", "H", "H", "H", "C", "C", "C", "C", "H", "H", "H", "H", "H", "H", "H", "H"],
  "positions_angstrom": [[1.072, -2.592, -1.419], [0.186, -1.802, -0.524], [-1.083, -2.066, -0.288], [-1.864, -1.153, 0.584], [0.603, -3.497, -1.795], [1.427, -1.978, -2.244], [1.959, -2.890, -0.853], [0.588, -0.867, -0.140], [-1.686, -2.834, -0.747], [-1.226, -0.522, 1.078], [-2.484, -0.563, 0.017], [-2.440, -1.641, 1.273], [-0.047, 1.962, -0.028], [1.018, 1.839, 0.751], [1.227, 0.823, 1.835], [-0.276, 3.061, -1.025], [-0.914, 1.321, 0.131], [1.880, 2.472, 0.562], [1.988, 0.095, 1.543], [1.601, 1.314, 2.734], [0.325, 0.275, 2.120], [0.525, 3.796, -0.974], [-1.209, 3.573, -0.784], [-0.358, 2.694, -2.048]],
  "mulliken_charge": [-1.2612, -0.0063, -0.1863, -0.1092, 0.3522, 0.3207, 0.3305, 0.2475, 0.3681, -0.0831, 0.4297, 0.4084, 0.4162, -0.0040, -1.1735, -1.2471, -0.0072, 0.2872, 0.2982, 0.3995, 0.2705, 0.3364, 0.3089, 0.3042],
  "relative_energy_kj_mol": 148.5,
  "homo_ev": -12.711,
  "total_energy_ev": -9000.766,
  "total_charge": 1,
  "e_lumo_ev": -3.5,
  "molar_mass_g_mol": 114.2,
  "orbital_gap_ev": 9.2389
}

=====

{
  "formula": "C7H16N",
  "method": "the ωB97M-V functional and the def2-TZVPD basis",
  "symbols": ["C", "C", "C", "C", "H", "H", "H", "H", "H", "H", "C", "C", "N", "C", "H", "H", "H", "H", "H", "H", "H", "H", "H", "H"],
  "positions_angstrom": [[1.880, -0.248, 1.833], [2.022, -0.869, 0.613], [2.153, -0.202, -0.613], [2.128, -0.871, -1.823], [1.859, 0.828, 1.965], [1.757, -0.866, 2.715], [2.013, -1.956, 0.593], [2.414, 0.853, -0.625], [2.365, -0.379, -2.761], [1.891, -1.927, -1.904], [-0.639, 1.832, -0.816], [-1.339, 0.487, -0.721], [-1.823, 0.208, 0.700], [-3.042, -0.692, 0.736], [0.146, 2.040, -0.086], [-0.246, 1.947, -1.824], [-1.400, 2.587, -0.612], [-2.241, 0.480, -1.329], [-0.743, -0.378, -1.005], [-2.015, 1.075, 1.205], [-1.048, -0.265, 1.161], [-3.920, -0.052, 0.675], [-3.045, -1.266, 1.656], [-3.023, -1.313, -0.154]],
  "mulliken_charge": [-0.8100, 0.1686, 0.1976, -0.6985, 0.3533, 0.3566, 0.3494, 0.4114, 0.3288, 0.3142, -1.3170, -0.4061, -0.1448, -0.8424, 0.3131, 0.3561, 0.4693, 0.4393, 0.4113, 0.3792, 0.2868, 0.3652, 0.3656, 0.3529],
  "relative_energy_kj_mol": 137.6,
  "homo_ev": [-18.898, -20.333],
  "total_energy_ev": -8988.793,
  "multiplicity": 2,
  "total_charge": 2,
  "e_lumo_ev": [-9.0, -11.8],
  "molar_mass_g_mol": 114.2,
  "orbital_gap_ev": [9.8952, 8.5802]
}

=====

{
  "formula": "C7H16N2",
  "method": "the ωB97M-V functional and the def2-TZVPD basis",
  "symbols": ["C", "C", "C", "C", "C", "N", "C", "N", "C", "H", "H", "H", "H", "H", "H", "H", "H", "H", "H", "H", "H", "H", "H", "H", "H"],
  "positions_angstrom": [[-0.402, -1.118, -0.261], [-1.562, -1.414, -1.159], [0.568, -2.241, -0.079], [1.652, 1.666, -1.650], [-0.607, 0.921, 2.662], [1.322, 0.661, -0.668], [-0.222, 0.219, 0.241], [-1.174, 1.197, -0.153], [-0.057, -0.003, 1.627], [2.131, 0.128, -0.358], [-1.002, 2.071, 0.326], [-1.135, 1.345, -1.154], [0.655, -0.736, 1.971], [-1.798, -2.480, -1.166], [-1.321, -1.135, -2.193], [-2.451, -0.852, -0.869], [0.928, -2.571, -1.059], [0.081, -3.109, 0.382], [1.432, -1.977, 0.527], [2.423, 2.372, -1.300], [0.766, 2.272, -1.875], [2.010, 1.254, -2.607], [-0.455, 0.523, 3.666], [-0.107, 1.900, 2.631], [-1.677, 1.108, 2.519]],
  "mulliken_charge": [0.6527, -1.5085, -1.6903, -0.9309, -1.4417, -0.2721, 1.2616, -0.6590, -0.5369, 0.1481, 0.2825, 0.2804, 0.2555, 0.4386, 0.2951, 0.4095, 0.3503, 0.4123, 0.3859, 0.2650, 0.2819, 0.2579, 0.3938, 0.3158, 0.3525],
  "relative_energy_kj_mol": 468.5,
  "homo_ev": [-6.980, -7.261],
  "total_energy_ev": -10494.402,
  "total_charge": 0,
  "e_lumo_ev": [0.4, 0.7],
  "molar_mass_g_mol": 128.2,
  "orbital_gap_ev": [7.3969, 8.0105]
}

=====

{
  "formula": "C7H16N2O",
  "method": "the ωB97M-V functional and the def2-TZVPD basis",
  "symbols": ["C", "C", "C", "C", "C", "C", "C", "H", "H", "H", "H", "H", "H", "H", "H", "H", "H", "H", "H", "H", "H", "H", "H", "N", "N", "O"],
  "positions_angstrom": [[1.780, -1.057, -0.460], [0.513, -0.868, 0.633], [-0.733, -1.624, 0.245], [-1.442, -1.023, -0.923], [-1.941, 0.626, -0.529], [-1.346, 0.810, 1.117], [0.102, 0.526, 1.074], [2.668, 0.822, -0.305], [2.708, -0.221, 1.184], [2.032, -2.218, -0.750], [1.622, -0.484, -1.543], [0.753, -1.565, 1.369], [-0.277, -2.637, -0.059], [-1.378, -1.915, 1.013], [-2.746, -1.305, -1.316], [-0.973, -0.920, -1.902], [-3.094, 0.836, -0.419], [-1.151, 1.376, -1.363], [-1.851, 1.685, 2.029], [-1.808, -0.062, 1.648], [0.586, 0.822, 2.075], [0.147, 2.977, -0.937], [1.537, 2.009, -1.377], [2.929, -0.282, 0.055], [0.558, 1.990, -1.025], [0.805, 1.700, 0.466]],
  "mulliken_charge": [-0.4453, 0.3569, -1.4334, -0.5446, -0.4684, -0.9079, 0.2050, 0.3145, 0.3393, 0.2740, 0.2041, 0.2568, 0.4659, 0.4139, 0.2255, 0.3398, 0.3767, 0.2789, 0.2314, 0.3883, 0.2338, 0.2924, 0.2337, -0.6915, -0.5247, -0.4152],
  "relative_energy_kj_mol": 1019.9,
  "homo_ev": -8.958,
  "total_energy_ev": -12536.704,
  "total_charge": 0,
  "e_lumo_ev": 0.7,
  "molar_mass_g_mol": 144.2,
  "orbital_gap_ev": 9.7076
}

=====

{
  "formula": "C7H16N2O2PS",
  "method": "the ωB97M-V functional and the def2-TZVPD basis",
  "symbols": ["C", "C", "C", "C", "C", "C", "C", "N", "N", "O", "O", "P", "S", "H", "H", "H", "H", "H", "H", "H", "H", "H", "H", "H", "H", "H", "H", "H", "H"],
  "positions_angstrom": [[0.557, -0.200, 0.992], [-3.073, -0.307, -0.662], [3.688, -0.822, -1.103], [3.179, 0.726, 0.757], [-2.464, 1.964, -0.758], [1.326, -0.558, -0.272], [2.814, -0.605, 0.090], [-0.117, -1.247, 1.433], [-2.808, 0.743, -1.414], [-3.080, -1.337, 1.891], [-4.197, 0.993, 1.462], [-2.740, -0.104, 1.161], [-3.178, -1.818, -1.262], [3.459, -0.098, -1.904], [3.583, -1.826, -1.574], [4.686, -0.683, -0.978], [3.836, 1.430, 0.147], [3.663, 0.758, 1.770], [2.211, 1.103, 1.077], [-3.302, 2.704, -0.919], [-2.396, 1.776, 0.326], [-1.603, 2.353, -1.188], [1.160, 0.360, -1.013], [0.941, -1.509, -0.830], [2.937, -1.583, 0.790], [-0.199, -2.024, 0.794], [-0.953, -1.216, 2.184], [-2.987, 0.660, -2.379], [-4.942, 0.367, 1.383]],
  "mulliken_charge": [-0.4804, 0.2259, -1.7761, -1.2063, -0.7523, -0.7173, 0.9909, -0.1916, -0.1866, -0.7349, -0.6098, 0.0965, -0.4367, 0.3666, 0.3658, 0.5140, 0.2892, 0.2928, 0.4199, 0.2706, 0.2931, 0.3362, 0.1313, 0.3487, 0.1653, 0.2147, 0.2989, 0.2018, 0.2699],
  "relative_energy_kj_mol": 132.9,
  "homo_ev": -3.378,
  "total_energy_ev": -34716.347,
  "total_charge": -1,
  "e_lumo_ev": 3.2,
  "molar_mass_g_mol": 223.3,
  "orbital_gap_ev": 6.6186
}

=====

{
  "formula": "C7H16N2O2S",
  "method": "the ωB97M-V functional and the def2-TZVPD basis",
  "symbols": ["C", "C", "C", "C", "C", "C", "C", "N", "N", "O", "O", "S", "H", "H", "H", "H", "H", "H", "H", "H", "H", "H", "H", "H", "H", "H", "H", "H"],
  "positions_angstrom": [[0.681, 0.636, 0.433], [0.933, 1.515, -1.803], [1.679, 1.187, -0.570], [-0.128, -0.541, -0.232], [2.922, 0.263, -0.885], [-2.865, -0.926, 2.296], [-1.559, -0.415, 1.817], [0.640, -1.631, -0.733], [-1.353, -0.782, 0.426], [-0.788, -0.463, -2.781], [-1.725, 1.295, -1.368], [-0.619, 0.461, -1.685], [1.208, 0.211, 1.356], [-0.017, 1.459, 0.647], [0.555, 2.506, -1.787], [1.398, 1.053, -2.604], [1.990, 2.106, -0.075], [2.692, -0.485, -1.663], [3.258, -0.290, 0.024], [3.618, 1.043, -1.280], [-2.820, -1.983, 2.286], [-3.012, -0.768, 3.377], [-3.704, -0.559, 1.690], [-1.611, 0.768, 2.074], [-0.686, -0.896, 2.436], [1.373, -2.050, -0.194], [0.004, -2.382, -1.124], [-2.066, -0.334, -0.077]],
  "mulliken_charge": [-1.1592, -1.0942, 0.3121, 0.3796, -1.5988, -1.3932, -0.0539, -0.4748, -0.2669, -0.7394, -0.6811, 1.1418, 0.4377, 0.4103, 0.4646, 0.5308, 0.5035, 0.3754, 0.3025, 0.4261, 0.3734, 0.3807, 0.3415, 0.1058, 0.2471, 0.2403, 0.2732, 0.2150],
  "relative_energy_kj_mol": 115.5,
  "homo_ev": -9.221,
  "total_energy_ev": -25427.054,
  "smiles": "CCN[C@]1(N)C[C@@H](C)CS1(=O)=O",
  "total_charge": 0,
  "e_lumo_ev": 0.7,
  "molar_mass_g_mol": 192.3,
  "orbital_gap_ev": 9.9602
}

=====

{
  "formula": "C7H16N2O5",
  "method": "the ωB97M-V functional and the def2-TZVPD basis",
  "symbols": ["O", "O", "O", "O", "O", "C", "C", "N", "N", "C", "C", "C", "C", "C", "H", "H", "H", "H", "H", "H", "H", "H", "H", "H", "H", "H", "H", "H", "H", "H"],
  "positions_angstrom": [[1.563, 1.855, 0.134], [-0.841, -2.026, -0.688], [1.048, 2.642, 2.607], [0.988, -1.373, 3.439], [0.052, 0.606, 2.801], [0.763, 1.400, -0.672], [-1.087, -1.160, -1.520], [-1.098, -1.413, -2.835], [-0.403, 0.904, -0.261], [0.982, 1.489, 3.428], [-0.171, -0.567, 3.579], [1.105, 1.415, -2.149], [-0.781, -2.718, -3.413], [-1.440, 0.267, -1.083], [1.303, 2.368, 1.692], [1.160, -1.496, 2.489], [-1.331, -0.661, -3.465], [-0.534, 0.901, 0.745], [0.647, 1.760, 4.435], [1.970, 1.020, 3.508], [-1.052, -1.101, 3.207], [-0.344, -0.318, 4.632], [2.056, 1.929, -2.279], [0.335, 1.948, -2.701], [1.201, 0.394, -2.510], [-0.889, -2.692, -4.498], [0.245, -2.992, -3.160], [-1.451, -3.476, -3.002], [-2.359, 0.211, -0.501], [-1.642, 0.880, -1.961]],
  "mulliken_charge": [-0.7345, -0.6637, -0.5889, -0.5471, -0.3242, 0.8072, 0.5449, -0.1502, 0.0109, -0.3258, -0.1987, -1.1632, -0.8552, -0.8357, 0.4858, 0.3214, 0.2650, 0.2292, 0.3314, 0.2965, 0.2430, 0.2987, 0.3284, 0.3132, 0.2748, 0.3354, 0.2819, 0.2725, 0.3880, 0.3592],
  "relative_energy_kj_mol": 0.0,
  "homo_ev": -9.725,
  "total_energy_ev": -20736.527,
  "smiles": "CNC(=O)CNC(C)=O.OCOCO",
  "total_charge": 0,
  "e_lumo_ev": 0.4,
  "molar_mass_g_mol": 208.2,
  "orbital_gap_ev": 10.1186
}

=====

{
  "formula": "C7H16N2OS",
  "method": "the ωB97M-V functional and the def2-TZVPD basis",
  "symbols": ["C", "C", "C", "C", "C", "C", "C", "N", "N", "O", "S", "H", "H", "H", "H", "H", "H", "H", "H", "H", "H", "H", "H", "H", "H", "H", "H"],
  "positions_angstrom": [[2.254, 1.687, -0.060], [2.650, 0.570, -1.144], [2.170, 0.847, 1.268], [2.191, -0.815, -0.421], [-2.789, 0.858, -0.152], [-3.600, -1.123, -1.456], [-2.566, -0.043, -1.097], [-0.367, -1.106, 2.524], [1.693, -0.451, 0.868], [-0.369, -1.551, 0.100], [-0.065, -0.396, 0.948], [3.040, 2.504, -0.053], [1.242, 2.044, -0.277], [2.008, 0.789, -1.997], [3.617, 0.760, -1.391], [3.163, 0.885, 1.660], [1.607, 1.377, 2.050], [1.402, -1.241, -0.945], [3.067, -1.456, -0.263], [-3.798, 0.808, 0.300], [-0.919, -1.968, 2.325], [-2.087, 1.598, 0.411], [-4.496, -1.080, -0.797], [-2.994, -1.990, -1.347], [-3.813, -0.887, -2.536], [-1.835, -0.098, -1.902], [-0.406, -0.524, 3.382]],
  "mulliken_charge": [-0.4865, -0.6393, -0.8018, -0.5923, -0.5789, -0.9914, 0.0397, -0.5833, -0.1618, -0.6995, 0.8765, 0.3557, 0.2253, 0.2284, 0.4429, 0.3561, 0.3171, 0.3681, 0.3200, 0.1601, 0.2218, 0.2568, 0.3361, 0.2530, 0.2585, 0.3091, 0.2095],
  "relative_energy_kj_mol": 181.4,
  "homo_ev": -8.724,
  "total_energy_ev": -23377.934,
  "total_charge": 0,
  "e_lumo_ev": 0.6,
  "molar_mass_g_mol": 176.3,
  "orbital_gap_ev": 9.3633
}